Record 1
{"formula": "C14H12FN2O8S2", "method": "wB97M-V/def2-TZVPD", "species": ["C", "C", "O", "C", "C", "F", "S", "C", "C", "C", "C", "C", "C", "O", "O", "O", "H", "H", "H", "H", "H", "H", "H", "H", "H", "H", "O", "N", "O", "C", "C", "C", "N", "O", "O", "C", "S", "H", "H"], "coordinates": [[3.3146, 2.9933, 2.1934], [3.1583, 1.5684, 1.7360], [1.7901, 1.2351, 2.0653], [1.4479, 0.0010, 1.6107], [0.1036, -0.3232, 2.0653], [-0.5586, -1.3557, 1.5243], [-0.9684, 1.1353, 2.5009], [-2.7143, 0.7731, 2.2085], [-3.3399, 1.2874, 1.0709], [-4.7313, 1.2018, 0.9468], [-5.4986, 0.5979, 1.9509], [-4.8522, 0.0173, 3.0470], [-3.4591, 0.0918, 3.1704], [-0.7597, 1.2686, 3.9299], [-0.7495, 2.2418, 1.5912], [2.2255, -0.6787, 0.9307], [4.3640, 3.2850, 2.1468], [2.7419, 3.6559, 1.5323], [2.9608, 3.1323, 3.2224], [3.3138, 1.4857, 0.6505], [3.8206, 0.8753, 2.2774], [-2.7267, 1.7863, 0.3218], [-5.2076, 1.6558, 0.0780], [-6.5915, 0.6128, 1.8965], [-5.4263, -0.4575, 3.8423], [-2.9369, -0.3309, 4.0274], [4.2218, -6.4333, -0.6212], [3.7195, -5.2905, -0.6080], [4.0041, -4.3725, -1.4257], [2.7645, -4.9402, 0.3849], [2.4445, -5.6053, 1.5494], [1.7662, -4.6958, 2.4120], [1.6744, -4.7894, 3.8326], [1.2584, -3.7631, 4.4254], [1.9988, -5.8254, 4.4464], [1.5502, -3.4115, 1.8414], [2.2352, -3.2736, 0.3038], [2.7196, -6.6322, 1.7765], [1.1305, -2.5424, 2.3276]], "forces_ev_per_a": [[0.12, 0.43, -0.01], [-0.64, 0.11, 0.44], [1.28, -0.28, -0.44], [-2.80, -0.09, 0.32], [1.31, 2.61, 0.45], [-0.88, -1.26, -1.10], [1.70, -1.71, -0.34], [-0.25, -0.63, 0.05], [-0.08, -0.02, 0.16], [0.20, 0.02, 0.19], [0.37, 0.08, 0.02], [0.20, 0.12, -0.01], [-0.09, 0.17, -0.10], [-0.75, 0.76, -0.27], [-0.03, 0.39, 0.35], [-0.14, -0.31, 0.11], [0.08, 0.09, -0.02], [0.07, -0.09, 0.24], [0.05, -0.11, -0.24], [0.05, -0.16, 0.39], [-0.07, 0.21, -0.32], [-0.21, -0.08, 0.20], [0.04, -0.16, 0.21], [0.41, -0.12, -0.04], [0.08, 0.07, -0.24], [-0.19, 0.13, -0.11], [-0.89, 1.96, 0.07], [1.07, -0.42, -1.73], [-0.33, -2.10, 1.41], [-0.36, 0.69, 0.51], [0.16, 0.46, -0.07], [0.40, 1.56, -1.32], [-1.04, 0.40, 2.79], [0.80, -2.04, -1.04], [-0.31, 1.27, -1.50], [0.77, -1.41, 0.19], [-0.13, -0.72, 0.72], [0.07, 0.38, 0.06], [-0.04, -0.16, 0.02]], "energy_ha": -2148.1570, "charge": -1, "lumo_ev": 1.2, "orbital_gap_ev": 5.12, "spin_multiplicity": 1, "e_homo_ev": -3.9}

Record 2
{"formula": "C14H12N3O2Sn", "method": "wB97M-V/def2-TZVPD", "species": ["Sn", "C", "C", "N", "N", "C", "O", "C", "C", "C", "C", "C", "C", "C", "C", "C", "C", "C", "N", "H", "H", "H", "H", "H", "H", "H", "H", "H", "H", "H", "H", "O"], "coordinates": [[-0.3864, -1.5451, -1.7369], [1.5719, -0.3893, 1.9777], [1.1655, -1.1352, 0.7452], [-0.0484, -1.1293, 0.2502], [-0.9447, -0.1809, 0.7997], [-1.2165, 0.6446, -0.1832], [-0.7224, 0.5710, -1.3704], [-2.1546, 1.7872, 0.0661], [-2.7229, 2.5105, -0.9752], [-3.5968, 3.5594, -0.7168], [-3.9131, 3.8989, 0.5923], [-3.3539, 3.1821, 1.6420], [-2.4839, 2.1319, 1.3778], [2.1314, -1.8566, -0.0498], [3.2684, -2.4942, 0.4578], [4.0816, -3.1804, -0.4177], [3.7478, -3.2179, -1.7946], [2.6110, -2.5758, -2.2168], [1.7904, -1.8988, -1.3905], [1.2826, 0.6577, 1.8857], [1.0694, -0.8093, 2.8535], [2.6483, -0.4322, 2.1319], [-2.4807, 2.2408, -1.9945], [-4.0298, 4.1067, -1.5448], [-4.5948, 4.7173, 0.7929], [-3.5939, 3.4352, 2.6677], [-2.0490, 1.5689, 2.1929], [3.4892, -2.4735, 1.5159], [4.9631, -3.6939, -0.0535], [4.3647, -3.7463, -2.5080], [2.3084, -2.5798, -3.2598], [-2.2020, -1.6737, -1.7370]], "forces_ev_per_a": [[0.64, 0.02, -2.49], [-0.21, -0.29, 0.16], [0.92, -0.92, -0.28], [0.52, 0.94, 2.28], [0.00, 0.32, -0.63], [-0.14, 0.32, -0.04], [0.28, 0.65, -0.02], [-0.08, -0.17, 0.66], [0.09, -0.05, -0.18], [0.08, -0.09, 0.12], [-0.04, 0.05, -0.07], [0.11, -0.14, -0.09], [-0.08, 0.15, 0.04], [-1.09, 1.17, 0.70], [0.81, -0.45, -0.70], [-0.13, 0.21, 0.69], [-0.13, 0.11, -0.42], [-0.06, 0.00, 0.20], [1.48, -0.82, 0.15], [-0.12, -0.03, 0.02], [-0.04, 0.19, 0.06], [0.01, -0.09, -0.06], [0.06, -0.08, 0.03], [-0.03, 0.02, 0.01], [0.00, 0.00, 0.00], [-0.01, 0.02, -0.01], [0.02, -0.06, -0.06], [-0.05, 0.04, 0.03], [-0.02, -0.02, 0.00], [0.02, 0.02, -0.01], [-0.02, -0.08, 0.00], [-2.79, -0.95, -0.11]], "energy_ha": -1069.6940, "charge": -1, "lumo_ev": [3.2, 3.0], "orbital_gap_ev": [6.23, 5.42], "spin_multiplicity": 1, "e_homo_ev": [-3.1, -2.5]}

Record 3
{"formula": "C14H12O2PPdSe3Te", "method": "wB97M-V/def2-TZVPD", "species": ["Pd", "Se", "Se", "Te", "Se", "O", "C", "O", "C", "P", "C", "C", "C", "C", "C", "C", "C", "C", "C", "C", "C", "C", "H", "H", "H", "H", "H", "H", "H", "H", "H", "H", "H", "H"], "coordinates": [[-0.4154, -0.3749, -0.8461], [-2.3437, 1.6249, -1.0744], [-2.6715, -0.2211, 0.1208], [-0.5209, -1.5843, 1.5110], [-0.0151, -3.3521, 0.0221], [2.1325, -0.3825, 1.1776], [1.5949, 0.6844, 0.8534], [0.4845, 1.1488, 1.2343], [2.2631, 1.5163, -0.2761], [1.0886, 1.6217, -1.6446], [1.3904, 2.9939, -2.7461], [0.9855, 4.2688, -2.3421], [1.2539, 5.3627, -3.1483], [1.9179, 5.1847, -4.3545], [2.3180, 3.9178, -4.7623], [2.0531, 2.8169, -3.9643], [1.0543, 0.1201, -2.6120], [1.7017, -1.0572, -2.2030], [1.6130, -2.2061, -3.0030], [0.8722, -2.1958, -4.1570], [0.1769, -1.0384, -4.5468], [0.2515, 0.0975, -3.7864], [3.2052, 1.0933, -0.6273], [2.4194, 2.5387, 0.0712], [0.4670, 4.4082, -1.4001], [0.9440, 6.3521, -2.8405], [2.1262, 6.0405, -4.9832], [2.8383, 3.7903, -5.7019], [2.3685, 1.8317, -4.2833], [2.3466, -1.0588, -1.3308], [2.1486, -3.0964, -2.7014], [0.8214, -3.0843, -4.7726], [-0.4149, -1.0407, -5.4523], [-0.2736, 0.9927, -4.0965]], "forces_ev_per_a": [[-0.84, -0.13, 0.02], [0.07, -0.20, -0.03], [-0.10, 0.30, -0.13], [0.53, -0.06, 0.11], [-0.08, 0.20, -0.05], [-0.01, 0.04, -0.03], [-0.18, -0.02, -0.05], [0.10, -0.19, -0.01], [0.10, 0.07, -0.02], [0.14, -0.04, 0.08], [-0.05, 0.18, 0.00], [0.01, 0.03, 0.01], [0.00, -0.03, 0.00], [0.02, 0.01, -0.03], [-0.04, 0.02, 0.05], [-0.01, 0.01, -0.02], [-0.03, -0.13, -0.17], [0.23, -0.06, -0.07], [0.14, 0.05, 0.24], [-0.14, 0.06, -0.18], [0.05, -0.17, -0.03], [0.07, 0.07, 0.10], [0.05, 0.02, 0.06], [0.03, 0.01, -0.01], [0.00, -0.03, 0.00], [0.00, -0.02, 0.01], [0.00, -0.01, 0.01], [0.00, -0.02, 0.01], [0.00, 0.01, 0.01], [-0.06, 0.00, 0.06], [-0.01, 0.01, 0.01], [-0.01, 0.02, 0.00], [0.01, -0.01, 0.01], [-0.01, 0.02, 0.04]], "energy_ha": -8632.4277, "charge": 1, "lumo_ev": [-5.2, -6.1], "orbital_gap_ev": [5.86, 5.87], "spin_multiplicity": 5, "e_homo_ev": [-11.0, -11.9], "s_squared": 6.068}

Record 4
{"formula": "C14H13BrN4OPdS", "method": "wB97M-V/def2-TZVPD", "species": ["Pd", "C", "N", "C", "C", "N", "C", "S", "C", "C", "C", "C", "C", "N", "H", "H", "H", "H", "H", "H", "H", "H", "H", "O", "C", "C", "C", "N", "C", "Br", "C", "H", "H", "H", "H"], "coordinates": [[1.0888, 0.3478, -0.1509], [-0.9114, 2.1637, -4.6683], [-1.6710, 1.4451, -3.6322], [-2.9932, 1.1553, -3.7073], [-3.3255, 0.4914, -2.5707], [-2.1942, 0.3755, -1.7955], [-1.1652, 0.9758, -2.4695], [0.4784, 1.2079, -2.1254], [-2.2009, -0.2861, -0.5053], [-3.4052, -0.8134, -0.0582], [-3.4429, -1.4501, 1.1689], [-2.2794, -1.5407, 1.9103], [-1.1358, -0.9866, 1.3811], [-1.0712, -0.3638, 0.1942], [-1.6047, 2.4012, -5.4689], [-0.1170, 1.5237, -5.0428], [-0.5029, 3.0785, -4.2474], [-3.5999, 1.4361, -4.5505], [-4.2861, 0.1101, -2.2912], [-4.3147, -0.7473, -0.6283], [-4.3733, -1.8656, 1.5303], [-2.2522, -2.0268, 2.8743], [-0.2074, -1.0328, 1.9219], [5.6200, -0.7008, 4.0869], [4.5444, -0.5770, 3.3245], [3.2801, -1.0663, 3.6650], [2.2390, -0.8767, 2.7912], [2.3571, -0.2402, 1.6090], [3.5851, 0.2113, 1.3245], [3.6854, 1.0952, -0.3485], [4.7013, 0.0887, 2.1042], [5.4338, -1.1709, 4.9123], [3.1136, -1.5869, 4.5981], [1.2645, -1.2554, 3.0563], [5.6628, 0.4801, 1.8077]], "forces_ev_per_a": [[-0.28, -0.05, -0.04], [-0.08, -0.06, 0.07], [0.02, 0.01, -0.01], [-0.02, -0.05, 0.09], [-0.02, 0.05, -0.10], [0.05, -0.04, 0.09], [-0.07, 0.02, -0.07], [0.15, -0.04, 0.14], [0.00, 0.07, -0.14], [0.09, -0.02, 0.08], [0.01, 0.01, -0.02], [-0.03, 0.00, -0.01], [0.06, 0.02, -0.02], [-0.16, -0.03, -0.02], [0.03, 0.02, -0.02], [0.02, 0.04, -0.01], [0.03, 0.00, -0.03], [-0.02, -0.01, 0.00], [-0.01, 0.00, 0.00], [0.00, 0.00, -0.01], [0.00, 0.00, 0.01], [-0.01, 0.00, 0.00], [0.02, -0.01, 0.03], [-0.06, -0.02, 0.02], [0.07, -0.01, 0.06], [0.01, 0.02, -0.04], [0.04, 0.05, -0.07], [0.13, -0.02, 0.11], [-0.06, -0.04, 0.05], [0.19, 0.09, -0.08], [-0.11, -0.02, -0.02], [0.04, 0.03, -0.04], [-0.01, 0.00, 0.00], [-0.03, -0.01, 0.00], [0.01, 0.01, -0.01]], "energy_ha": -3935.0926, "charge": 2, "lumo_ev": [-6.3, -9.6], "orbital_gap_ev": [8.53, 5.90], "spin_multiplicity": 3, "e_homo_ev": [-14.8, -15.4], "s_squared": 2.022}

Record 5
{"formula": "C14H13ClN2O3Zr", "method": "wB97M-V/def2-TZVPD", "species": ["Cl", "C", "C", "C", "H", "C", "C", "H", "H", "H", "C", "Zr", "C", "C", "O", "O", "H", "H", "H", "N", "C", "O", "C", "C", "C", "C", "N", "C", "H", "H", "H", "H", "H", "H"], "coordinates": [[-1.5113, -1.7188, -0.9270], [1.9378, -2.2580, -2.6357], [2.6846, -1.0427, -2.4584], [1.8604, 0.0508, -2.8934], [3.7503, -0.9929, -2.2317], [0.5921, -0.4757, -3.3134], [0.6587, -1.9092, -3.1741], [-0.0968, -2.6043, -3.5382], [2.3273, -3.2675, -2.4858], [2.1751, 1.0903, -3.0158], [-0.5704, 0.3240, -3.7906], [0.7620, -0.9496, -0.9641], [2.8414, -0.0565, 0.1479], [0.9791, -2.7057, 0.5311], [3.6861, 0.3624, 0.8077], [0.8260, -3.3895, 1.4489], [-0.5888, 1.3111, -3.3134], [-1.5158, -0.1832, -3.5742], [-0.5197, 0.4931, -4.8716], [-3.4495, 2.5308, 3.4558], [-2.9183, 2.0939, 2.2687], [-3.4614, 2.3013, 1.1882], [-1.6211, 1.3452, 2.3771], [-0.9308, 1.1071, 3.5755], [0.2421, 0.3706, 3.5293], [0.7049, -0.1141, 2.3057], [0.0631, 0.1220, 1.1437], [-1.0839, 0.8473, 1.1775], [-4.3280, 3.0260, 3.4278], [-3.0332, 2.3446, 4.3523], [-1.2955, 1.4856, 4.5318], [0.8094, 0.1590, 4.4292], [1.6226, -0.7001, 2.2648], [-1.5987, 1.0027, 0.2244]], "forces_ev_per_a": [[0.90, 0.16, -0.04], [-0.02, 0.39, -0.28], [-0.23, -0.04, -1.12], [0.16, -0.81, -0.05], [-0.39, 0.02, 0.15], [0.72, -0.87, -0.27], [0.51, 0.49, -0.49], [0.09, 0.20, 0.45], [-0.19, 0.37, 0.01], [-0.16, -0.28, 0.36], [-0.40, 0.20, 0.09], [-1.66, 1.58, 1.13], [2.97, 1.50, 2.95], [-0.62, -3.80, 4.51], [-3.01, -1.54, -2.73], [0.79, 2.76, -4.03], [-0.02, -0.11, -0.14], [0.16, 0.07, -0.10], [0.11, -0.08, 0.11], [0.52, -0.40, -0.81], [-1.57, 1.01, 0.18], [1.00, -0.49, 0.94], [0.67, -0.41, -0.52], [-0.26, 0.07, -0.56], [0.46, -0.38, -0.39], [-0.32, 0.43, 0.58], [-0.04, -0.01, -0.41], [0.13, -0.17, 0.48], [0.05, -0.03, -0.04], [-0.20, 0.09, -0.14], [0.20, -0.17, -0.31], [-0.08, 0.01, -0.11], [-0.23, 0.14, 0.11], [-0.01, 0.08, 0.50]], "energy_ha": -1383.2636, "charge": 2, "lumo_ev": -9.6, "orbital_gap_ev": 5.99, "spin_multiplicity": 1, "e_homo_ev": -15.6}

Record 6
{"formula": "C14H13ClN2O4", "method": "wB97M-V/def2-TZVPD", "species": ["C", "C", "C", "C", "C", "O", "C", "C", "N", "C", "O", "C", "C", "C", "C", "Cl", "C", "C", "N", "O", "O", "H", "H", "H", "H", "H", "H", "H", "H", "H", "H", "H", "H", "H"], "coordinates": [[-1.9335, 1.9046, 1.6579], [-2.0532, 1.8005, 0.1314], [-1.1199, 2.8268, -0.4953], [-3.5166, 2.3487, -0.2524], [-1.8571, 0.4323, -0.3354], [-2.5556, 0.0495, -1.2923], [-0.8547, -0.4674, 0.2287], [-1.2422, -1.3807, 1.2174], [-1.3904, -2.2084, 1.9832], [0.3440, -0.5168, -0.4894], [0.6171, 0.4112, -1.5193], [1.4320, -1.4798, -0.3379], [1.0039, -2.7719, -0.4223], [1.9598, -3.8616, -0.1580], [3.3065, -3.6013, 0.0420], [4.4221, -4.9647, 0.2716], [3.6767, -2.2037, 0.0623], [2.8158, -1.1915, -0.1838], [3.3545, 0.1034, -0.2495], [4.4955, 0.3266, -0.7653], [2.7119, 0.9838, 0.3848], [-0.8835, 1.6466, 1.7837], [-2.1615, 2.9355, 1.8809], [-2.4730, 1.2425, 2.3348], [-0.1033, 2.9062, 0.0382], [-1.5114, 3.7731, -0.3471], [-0.9297, 2.7189, -1.5636], [-3.6287, 3.1794, 0.3156], [-3.6523, 2.5584, -1.3287], [-4.2976, 1.6318, 0.0251], [-0.1867, 0.6525, -1.9941], [-0.0036, -2.9996, -0.6054], [1.5213, -4.8213, -0.3497], [4.6932, -1.9635, 0.3319]], "forces_ev_per_a": [[1.17, -0.32, -0.51], [-2.86, 1.86, 0.54], [3.12, -1.17, 0.70], [1.02, -3.55, -1.73], [-2.74, -0.16, -3.09], [1.55, -0.02, 1.51], [2.99, -0.16, -2.13], [1.02, 0.39, -0.68], [-0.62, -1.17, 1.33], [-1.39, 2.20, -0.29], [-0.28, -1.52, 1.33], [-0.33, 0.45, 0.05], [3.67, -1.80, 1.50], [-1.17, 1.72, -1.50], [-1.27, 0.90, 0.17], [-0.62, 1.38, -0.10], [1.51, -2.46, 0.33], [-1.45, -1.93, -0.48], [2.11, 4.56, 1.35], [-3.37, -1.12, 1.09], [1.14, -1.79, -1.70], [0.27, 0.50, 0.85], [0.29, 0.25, 0.56], [-0.52, -0.12, -0.56], [-1.24, -0.57, -0.85], [-1.09, 1.92, 0.22], [-0.18, -0.21, 0.03], [-0.51, 2.78, 1.51], [0.29, -0.05, 0.54], [0.21, 0.02, 0.00], [-0.22, 0.03, 0.11], [-1.11, -0.31, -0.18], [0.39, -0.64, 0.43], [0.22, 0.08, -0.34]], "energy_ha": -1411.7616, "lumo_ev": -1.4, "orbital_gap_ev": 8.41, "spin_multiplicity": 1, "e_homo_ev": -9.8, "smiles": "CC(C)(C)C(=O)/C(C#N)=C(\\O)c1ccc(Cl)cc1[N+](=O)[O-]"}